1.
The following is a quantum chemistry calculation of one molecule with the formula C20H23N3O3S, from the OMol25 dataset.

```
50
Properties=species:S:1:pos:R:3
O -1.9738 -1.4208 -4.2220
H 0.3608 -1.6082 -3.7414
H -3.9056 -1.8866 -4.8228
C -1.8006 -0.1589 -4.7319
H 0.1445 -0.6846 8.4435
H -0.5032 2.0228 -1.9230
H 2.3888 -0.6469 -2.7130
C -1.4430 2.4604 -5.6215
C 0.3500 0.0716 1.9680
H -1.1621 1.8581 3.1571
C 0.4195 0.3744 8.4676
H 1.5058 0.4722 8.3768
N -0.0843 0.2805 -2.9956
H -0.9658 0.5204 -1.0922
H -0.0132 2.6275 -4.0462
H -2.6023 -2.4928 -5.8860
H 1.8929 1.4518 -1.6243
C 0.8048 -0.2315 5.7236
H 1.5894 -1.2876 4.0634
C 1.6385 -1.1326 -2.0798
H 2.2148 -0.6671 2.2730
H -0.4596 -1.6305 -2.1610
C 0.9541 -0.4677 4.3692
C -0.7487 1.5383 5.2287
N 1.5494 -0.4183 -0.8264
H -3.2064 -0.3102 -6.3423
H -1.4089 2.3116 5.5874
O -0.5783 0.2820 1.2171
C -0.8774 0.6807 -4.0732
C -0.0400 0.7824 6.1685
O -0.2505 1.1048 7.4668
C -0.7242 1.9836 -4.5419
H -2.8495 -3.2111 -4.2756
H -1.3016 3.4765 -5.9571
C -2.4987 0.3224 -5.8302
C -2.3270 1.6238 -6.2733
S 2.6890 -2.4349 0.4416
H 0.0972 0.8079 9.4128
C -0.2111 0.9894 -1.7403
C -2.8862 -2.2855 -4.8488
C 1.8811 -0.9946 0.3263
H 1.0582 1.4650 -0.0515
H 1.9450 -2.1604 -1.8834
N 1.5909 -0.3563 1.5376
C 0.2762 -1.0997 -2.7826
C 0.2631 0.2925 3.4321
H 1.3463 -0.8490 6.4224
C -0.6067 1.2871 3.8854
C 1.1330 0.9542 -1.0082
H -2.8911 1.9745 -7.1240
```

Its structure (SMILES) is COc1ccc(C(=O)NC(=S)N2CCN(c3ccccc3OC)CC2)cc1. The calculation puts the total energy at -1564.0912 a.u. The multiplicity is 1. As for the HOMO-LUMO gap: 0.302 hartree. As for the energy above the lowest of the compared OMol25 structures with the same formula, charge and spin: 238.9 kJ/mol.

---

2.
The following is a quantum chemistry calculation of one molecule with the formula C20H23N3O4, from the OMol25 dataset.

```
50
Properties=species:S:1:pos:R:3
O -1.3659 -1.8561 1.0071
H -2.9090 -4.1477 -0.8224
C 0.9981 -0.0171 3.0319
C -2.4313 -0.0769 -3.5327
H 1.0920 -2.3077 -0.0604
N -1.3198 -1.0177 -1.5503
H 4.1467 1.5341 4.5460
H -1.9760 0.6241 2.7276
H -0.7163 -3.6796 0.2540
C -0.2005 -0.5477 2.5502
C 3.4204 0.2812 2.9866
C 2.2276 -1.1437 1.3009
C 2.0169 1.3516 4.6976
C -1.4015 -2.8581 0.0058
H -3.5221 -2.5769 -0.2731
C -2.2024 0.5894 -4.8937
C 4.7536 0.0117 2.3696
H -1.3342 0.0333 4.2582
H 4.7667 0.3517 1.3352
H -2.9378 -1.0305 -3.6893
C -1.1109 -0.3268 -2.7989
H -0.4669 -0.9707 -3.4037
C 2.2305 -0.3068 2.4195
C 1.0570 -1.6744 0.8113
H -3.1046 -3.8219 0.9091
H -3.0752 0.5594 -2.9207
H -1.7455 -0.5173 -0.7843
O 1.8496 2.0411 5.6731
H -2.1754 -1.0761 3.1481
N -0.1003 3.4914 -4.6226
O -0.5375 -3.0266 -2.2384
H 4.9656 -1.0563 2.3781
C -1.0268 -2.3197 -1.3832
C -1.3168 4.0127 -4.3173
H 0.4452 1.5266 -5.1589
C -0.1598 -1.3826 1.4311
H -3.3297 3.0654 -4.2312
H -1.5301 -0.0264 -5.4967
H -3.1578 0.6818 -5.4198
H -1.4261 5.0487 -4.0679
H -0.5966 0.6197 -2.6067
C 3.2939 1.0695 4.0766
C -2.2712 3.0403 -4.3908
C -1.5017 -0.2260 3.2172
H 3.1556 -1.3791 0.8064
C -2.8335 -3.3883 -0.0498
C -0.3118 2.2310 -4.8764
N -1.6189 1.8952 -4.7563
O 0.9129 0.7836 4.1188
H 5.5364 0.5283 2.9177
```

Its structure (SMILES) is Cc1cc(=O)oc2c(C)c(O[C@@H](C)C(=O)NCCCn3ccnc3)ccc12. The calculation puts the total energy at -1241.1962 a.u. The multiplicity is 1. As for the HOMO-LUMO gap: 0.322 hartree. As for the energy above the lowest of the compared OMol25 structures with the same formula, charge and spin: 217.9 kJ/mol.